1.
Below is a cluster of 4 separate species, C15H27F3N3O10P in total at a distorted geometry, with properties calculated with ωB97M-V with the def2-TZVPD basis set.

Positions of all 59 atoms, in Å:
C (9.56, 22.09, 5.24)
N (10.09, 22.35, 6.62)
C (9.57, 21.43, 7.67)
P (11.56, 23.34, 6.63)
O (11.50, 24.55, 5.71)
N (11.44, 23.89, 8.34)
C (12.56, 24.59, 8.91)
C (10.17, 24.56, 8.84)
N (12.95, 22.36, 6.52)
C (12.95, 21.20, 7.35)
C (14.10, 22.69, 5.61)
H (8.50, 21.83, 5.15)
H (10.14, 21.30, 4.77)
H (9.31, 22.94, 4.62)
H (10.25, 20.66, 8.05)
H (8.59, 21.04, 7.40)
H (9.52, 21.83, 8.68)
H (13.55, 24.55, 8.46)
H (12.42, 25.66, 9.08)
H (12.59, 24.35, 9.97)
H (10.20, 24.42, 9.92)
H (10.35, 25.63, 8.72)
H (9.18, 24.25, 8.52)
H (12.23, 21.26, 8.17)
H (12.93, 20.36, 6.65)
H (13.92, 21.08, 7.83)
H (13.89, 22.12, 4.70)
H (14.99, 22.13, 5.89)
H (14.36, 23.72, 5.38)
O (7.05, 20.60, 15.71)
C (7.11, 20.71, 16.97)
O (6.58, 21.66, 17.70)
C (6.75, 21.38, 19.06)
C (7.22, 19.91, 19.10)
F (6.08, 19.18, 19.37)
O (7.78, 19.77, 17.82)
H (7.57, 22.00, 19.42)
H (5.74, 21.45, 19.48)
H (8.01, 19.89, 19.85)
O (9.95, 13.89, 15.43)
C (8.97, 14.15, 14.80)
O (8.91, 15.00, 13.76)
C (7.60, 15.04, 13.19)
C (6.92, 13.87, 13.86)
F (6.81, 12.86, 12.93)
O (7.74, 13.70, 14.99)
H (6.98, 15.93, 13.38)
H (7.54, 14.83, 12.13)
H (5.96, 14.28, 14.19)
O (6.53, 21.81, 25.99)
C (6.15, 21.79, 27.18)
O (6.18, 20.68, 27.96)
C (5.61, 20.99, 29.18)
C (5.54, 22.57, 29.29)
F (6.61, 23.01, 29.96)
O (5.72, 22.95, 27.89)
H (4.61, 20.55, 29.19)
H (6.17, 20.48, 29.97)
H (4.57, 22.78, 29.74)

Output
* LUMO: 0.471 eV
* energy above the lowest of the compared OMol25 structures with the same formula, charge and spin: 347.0 kJ/mol
* HOMO: -0.3057 Eh

natural (NBO) atomic charge list, values in e, 5 entries: -0.44, -0.80, -0.41, 2.33, -1.08


2.
Below is the ion C6H6Cl2N3 with charge +1 at a distorted geometry, with properties calculated with ωB97M-V with the def2-TZVPD basis set.

Positions of all 17 atoms, in Å:
C (0.61, 0.54, 1.23)
C (-0.12, 1.49, 0.51)
Cl (0.64, 2.99, 0.19)
N (-1.35, 1.39, 0.06)
C (-2.16, 0.14, 0.10)
Cl (-3.76, 0.31, 0.86)
N (-1.72, -0.94, -0.28)
C (-0.65, -1.19, -1.03)
C (-0.26, -0.64, -2.15)
C (-0.84, 0.63, -2.48)
N (-1.19, 1.71, -2.68)
H (0.49, 0.75, 2.28)
H (1.69, 0.39, 0.92)
H (0.20, -0.50, 1.16)
H (-1.74, 2.01, -0.52)
H (-0.11, -2.03, -0.44)
H (0.62, -0.84, -2.78)

Output
* total charge: +1
* LUMO: -5.500 eV
* energy above the lowest of the compared OMol25 structures with the same formula, charge and spin: 87.8 kJ/mol
* HOMO: -0.5184 Eh

natural (NBO) atomic charge list, values in e, 5 entries: -0.76, 0.44, 0.20, -0.52, 0.44


3.
Below is a structure of composition C33H24Co2NO7P at a distorted geometry, with properties calculated with ωB97M-V with the def2-TZVPD basis set.

Positions of all 68 atoms, in Å:
C (3.74, -1.84, -2.60)
N (3.12, -1.54, -3.81)
O (3.19, -0.34, -4.27)
O (2.45, -2.44, -4.42)
H (3.89, -2.95, -2.50)
H (4.68, -1.24, -2.46)
O (-0.05, -3.07, -3.76)
C (0.15, -3.40, -2.67)
Co (0.39, -3.88, -0.96)
C (-0.74, -5.22, -0.73)
O (-1.44, -6.13, -0.64)
C (1.89, -4.66, -0.64)
O (2.90, -5.11, -0.31)
C (0.61, -2.22, 0.08)
C (1.42, -1.29, -0.60)
C (2.76, -1.05, -0.88)
C (3.31, 0.31, -0.71)
C (4.59, 0.56, -0.13)
C (5.22, 1.76, -0.43)
C (4.54, 2.75, -1.16)
C (3.17, 2.61, -1.44)
C (2.54, 1.39, -1.14)
Co (-0.35, -1.07, -0.94)
C (-0.32, -0.09, -2.34)
O (-0.28, 0.49, -3.35)
C (-1.93, -1.79, -1.26)
O (-2.97, -2.23, -1.50)
P (-1.41, 0.18, 0.57)
C (-1.81, 1.84, -0.10)
C (-1.25, 2.99, 0.46)
C (-1.54, 4.24, -0.10)
C (-2.33, 4.33, -1.25)
C (-2.87, 3.16, -1.81)
C (-2.63, 1.92, -1.23)
C (-3.05, -0.38, 1.18)
C (-4.13, 0.51, 1.31)
C (-5.35, 0.03, 1.78)
C (-5.52, -1.32, 2.12)
C (-4.44, -2.20, 1.99)
C (-3.21, -1.73, 1.53)
C (-0.54, 0.56, 2.12)
C (-1.15, 0.37, 3.37)
C (-0.46, 0.69, 4.53)
C (0.86, 1.15, 4.47)
C (1.48, 1.31, 3.22)
C (0.78, 1.04, 2.05)
H (0.45, -2.27, 1.16)
H (3.42, -1.86, -0.52)
H (5.05, -0.20, 0.50)
H (6.26, 1.90, -0.09)
H (5.05, 3.67, -1.47)
H (2.58, 3.39, -1.92)
H (1.52, 1.20, -1.44)
H (-0.57, 2.92, 1.31)
H (-1.12, 5.12, 0.37)
H (-2.50, 5.30, -1.72)
H (-3.49, 3.21, -2.70)
H (-3.06, 1.01, -1.66)
H (-4.02, 1.55, 1.01)
H (-6.18, 0.73, 1.88)
H (-6.48, -1.69, 2.47)
H (-4.55, -3.25, 2.22)
H (-2.37, -2.43, 1.41)
H (-2.15, -0.05, 3.42)
H (-0.93, 0.53, 5.50)
H (1.42, 1.37, 5.38)
H (2.52, 1.66, 3.16)
H (1.25, 1.20, 1.07)

Output
* total charge: -4
* LUMO: 7.882 eV
* energy above the lowest of the compared OMol25 structures with the same formula, charge and spin: 295.0 kJ/mol
* HOMO: 0.2243 Eh

natural (NBO) atomic charge list, values in e, 5 entries: -0.43, 0.41, -0.60, -0.59, 0.18


4.
Below is a structure of composition C40H30N2O6Ru at a distorted geometry, with properties calculated with ωB97M-V with the def2-TZVPD basis set.

Positions of all 79 atoms, in Å:
Ru (-1.04, -0.53, -1.23)
O (-1.01, 0.84, 0.46)
C (-1.80, 0.64, 1.57)
C (-2.35, -0.84, 1.62)
C (-1.22, -1.82, 1.56)
C (-0.72, -2.44, 2.70)
C (0.39, -3.26, 2.59)
C (1.02, -3.38, 1.37)
C (0.49, -2.73, 0.26)
C (1.23, -2.68, -1.04)
C (1.95, -1.27, -1.19)
O (1.08, -0.23, -1.43)
C (2.75, -1.08, 0.11)
C (2.24, -0.25, 1.11)
C (2.87, -0.19, 2.35)
C (4.01, -0.93, 2.60)
C (4.54, -1.73, 1.59)
C (3.91, -1.81, 0.36)
C (2.94, -1.32, -2.37)
C (3.77, -0.21, -2.54)
C (4.67, -0.16, -3.59)
C (4.77, -1.21, -4.49)
C (3.93, -2.30, -4.34)
C (3.01, -2.36, -3.30)
N (-0.66, -2.04, 0.36)
C (-3.01, 1.61, 1.59)
C (-2.98, 2.72, 0.75)
C (-4.01, 3.65, 0.76)
C (-5.08, 3.49, 1.63)
C (-5.12, 2.39, 2.47)
C (-4.09, 1.46, 2.45)
C (-1.01, 1.03, 2.84)
C (-1.27, 0.53, 4.11)
C (-0.56, 0.98, 5.21)
C (0.41, 1.95, 5.07)
C (0.67, 2.48, 3.81)
C (-0.03, 2.01, 2.71)
H (-2.97, -0.93, 0.73)
H (-2.96, -1.00, 2.50)
H (-1.20, -2.28, 3.65)
H (0.78, -3.77, 3.46)
H (1.93, -3.95, 1.26)
H (0.54, -2.77, -1.88)
H (1.97, -3.47, -1.07)
H (1.34, 0.31, 0.90)
H (2.45, 0.44, 3.13)
H (4.50, -0.88, 3.56)
H (5.44, -2.31, 1.77)
H (4.32, -2.45, -0.42)
H (3.68, 0.61, -1.84)
H (5.31, 0.72, -3.70)
H (5.48, -1.17, -5.30)
H (3.97, -3.11, -5.06)
H (2.34, -3.20, -3.24)
H (-2.15, 2.82, 0.06)
H (-3.97, 4.50, 0.09)
H (-5.89, 4.21, 1.64)
H (-5.96, 2.25, 3.14)
H (-4.14, 0.62, 3.14)
H (-2.06, -0.20, 4.25)
H (-0.78, 0.56, 6.19)
H (0.96, 2.31, 5.94)
H (1.42, 3.25, 3.69)
H (0.18, 2.41, 1.72)
O (-4.77, 1.81, -1.85)
C (-3.75, 1.13, -1.83)
O (-3.42, 0.18, -1.06)
C (-2.72, 1.40, -2.95)
C (-2.81, 2.41, -3.88)
C (-1.90, 2.43, -4.93)
C (-0.99, 1.39, -5.06)
C (-0.97, 0.40, -4.10)
N (-1.78, 0.46, -3.04)
C (-0.21, -0.94, -4.22)
O (0.48, -1.10, -5.22)
O (-0.48, -1.76, -3.29)
H (-3.61, 3.14, -3.78)
H (-1.94, 3.21, -5.68)
H (-0.31, 1.31, -5.90)

Output
* total charge: -1
* multiplicity: 6
* LUMO (alpha / beta): 2.535 / 1.330 eV
* HOMO (alpha / beta): -0.2021 / -0.2223 Eh

Mulliken atomic charge list, values in e, 5 entries: 0.50, -0.62, 3.13, -2.03, 0.60


5.
Below is the molecule CHNO3S3 at a distorted geometry, with properties calculated with ωB97M-V with the def2-TZVPD basis set.

Positions of all 9 atoms, in Å:
O (1.45, -0.44, -1.38)
S (0.26, 0.28, -1.16)
O (-0.22, 1.21, -2.18)
N (0.29, 1.02, 0.26)
O (0.09, 0.23, 1.36)
C (-0.35, -1.01, 1.13)
S (-0.28, -2.02, 2.30)
S (-1.04, -1.27, -0.51)
H (-0.21, 1.99, 0.17)

Output
* LUMO: -0.577 eV
* energy above the lowest of the compared OMol25 structures with the same formula, charge and spin: 213.4 kJ/mol
* HOMO: -0.3604 Eh

natural (NBO) atomic charge list, values in e, 5 entries: -0.89, 2.12, -0.88, -0.59, -0.32